(1)
Here is C32H31N6O8S2Ti as an isolated structure from the OMol25 dataset. Energies are from ωB97M-V/def2-TZVPD.

The geometry in XYZ format:
```
80
Properties=species:S:1:pos:R:3:forces:R:3
Ti 0.13011 0.22407 0.78334 0.10 -0.25 0.02
C 0.28980 4.26318 2.22220 -0.02 0.02 -0.01
C -0.24559 3.11425 1.43940 0.06 -0.03 -0.06
O 0.38463 2.03009 1.57161 -0.05 0.20 0.23
C -1.35543 3.22190 0.53224 -0.04 0.13 0.03
C -2.25170 4.30843 0.57176 -0.06 -0.02 -0.07
C -3.28736 4.39497 -0.32574 0.05 0.01 0.04
C -3.43446 3.40983 -1.30688 0.02 -0.07 -0.03
C -2.56078 2.34570 -1.39158 -0.03 0.14 0.03
C -1.52525 2.23640 -0.46640 0.12 -0.11 -0.02
O -0.69006 1.20488 -0.54633 -0.07 0.32 -0.15
H 1.14857 4.64884 1.66474 0.01 0.00 -0.01
H 0.64933 3.90655 3.18469 0.00 -0.01 0.01
H -0.41686 5.07398 2.35540 -0.01 0.00 0.00
H -2.14850 5.06659 1.33317 0.00 0.01 0.02
H -3.98566 5.21732 -0.27366 -0.01 0.01 0.00
H -4.25034 3.47872 -2.01406 -0.01 0.01 -0.01
H -2.66209 1.58517 -2.15244 0.00 -0.02 0.00
C 6.06464 5.10426 0.11082 0.01 0.01 0.03
C 5.85634 4.37075 -1.20162 0.07 0.03 -0.06
S 4.97947 2.83973 -1.04954 0.01 -0.02 -0.09
O 3.77245 3.06533 -0.28559 -0.04 0.04 0.00
O 4.88840 2.24216 -2.35551 -0.01 -0.04 -0.01
C 6.03541 1.79132 -0.05225 0.11 -0.03 0.07
C 5.67545 0.30181 -0.17682 -0.02 0.08 0.00
N 4.24386 0.05783 -0.38385 -0.10 -0.18 0.06
C 3.28895 0.28856 0.53494 0.03 0.19 0.03
N 2.08183 0.10286 0.00337 0.00 -0.25 -0.24
C 2.26322 -0.26306 -1.31049 0.06 -0.02 -0.02
C 3.58987 -0.29465 -1.55248 -0.09 -0.08 -0.06
N 4.20976 -0.68678 -2.79634 -0.02 0.56 -0.05
O 5.40271 -0.91027 -2.80444 0.08 -0.19 0.07
O 3.47369 -0.72950 -3.75286 -0.08 -0.18 -0.01
C 3.57969 0.76557 1.90650 -0.01 0.02 0.06
H 6.47847 6.09028 -0.09308 0.00 0.00 0.02
H 6.76720 4.58230 0.75989 0.00 -0.01 0.02
H 5.12119 5.23029 0.63854 -0.01 0.01 0.01
H 6.78828 4.13593 -1.71655 0.01 0.00 -0.02
H 5.23097 4.93561 -1.89719 -0.02 -0.02 0.02
H 5.95977 2.15183 0.97196 -0.01 0.01 0.01
H 7.06176 1.93064 -0.39128 0.01 0.01 -0.03
H 5.97252 -0.21543 0.73476 0.02 0.01 -0.03
H 6.19286 -0.15386 -1.01198 -0.02 0.06 0.02
H 1.45025 -0.49612 -1.97573 0.02 -0.01 0.02
H 4.34951 0.15548 2.37883 0.03 0.00 0.00
H 2.68189 0.71780 2.51390 0.01 -0.01 -0.01
H 3.91434 1.80399 1.86268 -0.04 -0.05 0.01
O -0.25147 -1.49114 -0.27219 0.01 -0.02 0.04
C -1.42594 -1.55295 0.22985 0.11 -0.15 -0.04
N -2.37908 -2.45130 0.02574 0.01 -0.03 0.00
C -3.50348 -2.17420 0.93544 0.02 -0.01 0.06
C -2.97426 -0.89664 1.66487 -0.04 0.11 0.02
O -3.54436 -0.30029 2.53002 0.01 0.02 0.00
N -1.74478 -0.58709 1.10494 -0.16 -0.14 -0.10
C -4.77099 -1.78835 0.19169 -0.02 0.06 -0.03
C -5.91424 -1.49730 0.93268 0.00 -0.01 0.02
C -7.07358 -1.09380 0.29437 0.00 0.00 0.00
C -7.10688 -0.97645 -1.08919 0.01 0.00 -0.02
C -5.97108 -1.25898 -1.82912 -0.02 0.01 0.02
C -4.80326 -1.65791 -1.19039 0.01 -0.05 0.02
C -3.66724 -3.32540 1.91510 -0.02 -0.06 0.02
C -4.59435 -4.33146 1.67258 0.01 -0.01 -0.03
C -4.68660 -5.41877 2.53000 0.00 0.00 -0.02
C -3.85403 -5.50778 3.63356 0.03 0.02 0.01
C -2.92246 -4.50766 3.87812 -0.04 -0.05 0.00
C -2.82908 -3.42350 3.02262 0.01 0.04 0.00
H -2.20346 -3.34936 -0.39641 -0.03 0.00 -0.01
H -5.89000 -1.58297 2.01074 0.00 0.00 0.02
H -7.95596 -0.87090 0.87840 -0.01 0.00 0.01
H -8.01696 -0.66952 -1.58614 -0.02 0.01 -0.01
H -5.98935 -1.17410 -2.90698 0.00 0.00 -0.03
H -3.92301 -1.87451 -1.78022 0.02 0.00 -0.01
H -5.25474 -4.26523 0.81780 -0.01 0.01 -0.01
H -5.41475 -6.19392 2.33443 -0.01 -0.01 0.00
H -3.93267 -6.35113 4.30546 0.00 -0.02 0.02
H -2.27423 -4.56758 4.74120 0.02 0.00 0.02
H -2.10570 -2.64512 3.23860 0.00 0.02 -0.01
S 0.23305 -0.27623 5.26276 -0.03 -0.05 -0.01
C 0.42050 -0.38912 3.71069 0.08 0.07 0.17
N 0.59761 -0.45696 2.52845 0.01 0.01 0.04
```
Positions in Å, forces in eV/Å.

Properties
LUMO level   -4.1 eV
Total energy   -3814.234946 Eh
E_HOMO   -11.17 eV
Total charge   +1
Orbital gap   0.2591 Eh

Here are the Löwdin charges for atoms 1 to 4, given in e: 1.21 0.04 -0.27 -0.07

***

(2)
Here is C27H36N9O6S5Sc as an isolated structure at a distorted geometry from the OMol25 dataset. Energies are from ωB97M-V/def2-TZVPD.

The geometry in XYZ format:
```
84
Properties=species:S:1:pos:R:3:forces:R:3
Sc -0.08998 -0.45122 -1.03989 0.32 0.07 0.74
N 1.03527 4.18702 5.14207 0.00 0.02 -0.01
C 1.08248 3.94438 3.77477 -0.06 -0.05 0.09
C 0.16565 4.55892 2.91764 -0.05 0.00 -0.03
C 0.15545 4.25865 1.56767 0.00 -0.01 0.02
C 1.06455 3.34003 1.05942 -0.05 -0.07 0.10
C 2.00038 2.74509 1.89643 -0.02 -0.08 0.00
C 2.00579 3.04043 3.24633 -0.04 -0.07 -0.02
S 1.10555 2.99767 -0.66324 -0.20 -0.08 -0.28
O 0.64333 4.17337 -1.34891 0.06 0.04 -0.01
O 2.44552 2.52842 -0.91986 0.21 0.04 0.08
N 0.13094 1.74821 -1.04439 -0.23 0.56 0.30
C -1.17845 2.02207 -1.39190 0.35 0.15 0.00
N -1.62901 1.15381 -2.30753 0.02 -0.05 0.08
C -2.89665 1.26849 -2.68253 0.03 -0.11 -0.09
C -3.71744 2.26069 -2.18533 0.04 0.06 0.03
C -3.15575 3.09116 -1.22136 -0.06 -0.03 -0.05
N -1.90615 2.97505 -0.79659 -0.07 -0.02 -0.01
H 0.65298 5.07705 5.41665 0.00 0.00 0.00
H 1.86255 3.94204 5.66099 0.01 0.01 -0.02
H -0.53535 5.28421 3.31676 0.01 -0.03 -0.01
H -0.54043 4.74059 0.89590 -0.03 -0.01 -0.03
H 2.73246 2.06600 1.47871 -0.03 -0.01 -0.01
H 2.72976 2.56974 3.90085 0.01 0.00 0.00
H -3.24721 0.54435 -3.41062 0.00 -0.02 0.03
H -4.73910 2.37620 -2.51426 0.00 0.01 0.01
H -3.74812 3.87473 -0.75884 0.01 0.00 0.01
C -1.30250 -4.87492 4.66232 0.00 -0.03 0.02
C -1.83577 -4.00397 3.55975 0.02 -0.03 -0.06
C -1.79544 -4.42732 2.23411 -0.04 -0.01 0.11
C -2.26810 -3.62582 1.20834 -0.13 -0.05 -0.02
C -2.81743 -2.39059 1.52677 -0.03 -0.05 0.11
C -2.86620 -1.94479 2.84449 -0.06 -0.11 0.02
C -2.37010 -2.75039 3.85330 -0.05 0.01 0.01
S -3.34313 -1.22094 0.31872 -0.21 -0.16 0.06
C -4.01853 -2.28145 -0.94203 -0.20 0.06 0.08
O -2.10297 -0.64670 -0.32326 0.24 0.43 -0.23
H -0.83662 -5.77544 4.26572 0.00 0.00 -0.01
H -2.10252 -5.17902 5.33990 0.00 0.01 0.00
H -0.55929 -4.34086 5.25626 0.00 0.02 0.00
H -1.35375 -5.38653 1.99454 0.00 0.00 -0.01
H -2.16514 -3.94386 0.17847 -0.19 -0.04 0.10
H -3.28282 -0.97099 3.07768 -0.02 -0.04 -0.01
H -2.39397 -2.40198 4.87909 0.01 0.01 -0.01
H -3.20670 -2.85273 -1.39878 -0.11 0.04 0.05
H -4.48355 -1.62664 -1.67679 -0.01 0.02 -0.01
H -4.77104 -2.92080 -0.48241 -0.02 0.00 0.00
C 3.88632 2.19579 -5.21140 0.05 0.00 -0.03
C 2.51457 1.89286 -4.62144 -0.06 -0.03 0.02
N 2.57319 1.16833 -3.36689 0.11 -0.12 0.01
C 2.65894 -0.15260 -3.21831 -0.06 0.06 -0.21
S 2.57045 -0.85229 -1.65386 -0.12 0.04 0.20
N 2.79777 -0.91254 -4.30762 0.08 0.01 0.07
C 2.89057 -2.37275 -4.30424 -0.07 0.07 0.01
C 4.30626 -2.86499 -4.06372 0.05 -0.03 0.00
H 3.78818 2.75918 -6.14022 -0.01 0.00 0.00
H 4.44803 1.28433 -5.42508 -0.01 0.00 0.01
H 4.47648 2.78776 -4.51204 -0.01 0.01 0.00
H 1.89329 1.33129 -5.32496 0.01 0.01 -0.01
H 1.97908 2.82140 -4.42099 0.03 0.01 0.01
H 2.62729 1.69056 -2.49696 -0.18 0.12 0.07
H 2.98297 -0.44533 -5.17977 -0.01 0.01 -0.01
H 2.51718 -2.70933 -5.27243 0.01 -0.01 0.00
H 2.20425 -2.74691 -3.54771 0.16 0.01 -0.13
H 5.00361 -2.46540 -4.80352 0.00 0.00 -0.01
H 4.33435 -3.95372 -4.12463 -0.01 0.00 0.01
H 4.64669 -2.57178 -3.07058 -0.01 0.01 0.00
O 0.62581 -3.82679 -2.88827 -0.16 -0.17 0.08
S -0.34195 -3.12920 -2.08761 0.05 0.45 -0.10
O -1.68456 -3.68234 -2.10304 0.22 -0.24 -0.04
O -0.42740 -1.64723 -2.54240 -0.26 -0.98 -0.60
S 0.27422 -2.87259 -0.16733 0.31 0.03 -0.37
N -2.15411 1.28183 3.94709 0.02 0.13 0.09
C -1.09265 0.60754 3.38617 0.22 0.03 -0.14
C -0.90010 0.61574 1.99331 -0.05 0.01 0.14
N 0.03467 -0.12085 1.42978 0.27 -0.10 -0.19
C 0.83339 -0.83942 2.23166 -0.02 0.10 0.02
C 0.65153 -0.81212 3.59825 -0.03 -0.03 0.02
N -0.31459 -0.10595 4.18603 0.09 0.05 -0.05
H -2.47192 2.08412 3.42722 -0.03 0.06 0.00
H -2.02879 1.46369 4.93184 -0.04 0.00 0.01
H -1.55225 1.19205 1.34646 0.05 0.05 0.01
H 1.60147 -1.44355 1.76966 0.00 0.01 -0.03
H 1.29430 -1.40018 4.24240 -0.01 0.03 0.03
```
Positions in Å, forces in eV/Å.

Properties
LUMO level   0.1 eV
Total energy   -4746.626045 Eh
E_HOMO   -7.63 eV
Total charge   0
Orbital gap   0.2829 Eh

Here are the Löwdin charges for atoms 1 to 4, given in e: 0.66 0.10 -0.33 -0.03

***

(3)
Here is C12H12ClCrNO3S2 as an isolated structure from the OMol25 dataset. Energies are from ωB97M-V/def2-TZVPD.

The geometry in XYZ format:
```
32
Properties=species:S:1:pos:R:3:forces:R:3
Cr -0.18267 -0.77416 0.10546 -0.13 0.10 0.18
Cl 5.51193 3.92322 -0.77958 -0.02 0.01 -0.01
C 4.36850 2.65733 -0.43261 0.03 0.00 0.01
C 4.75206 1.59576 0.40115 0.03 -0.01 0.02
C 3.87854 0.58278 0.69046 -0.06 0.03 -0.04
C 2.55678 0.56186 0.16099 0.03 -0.03 0.02
O 1.78370 -0.43086 0.43078 0.08 0.00 0.06
C 2.19118 1.65237 -0.67992 -0.06 0.05 -0.06
C 0.90039 1.75379 -1.31281 0.02 0.01 -0.01
O -0.03640 0.96374 -1.23515 -0.02 -0.02 -0.01
C 3.10994 2.68570 -0.95884 0.03 -0.04 0.03
H 5.75064 1.58951 0.81902 0.00 0.00 0.00
H 4.16787 -0.22916 1.34526 0.00 0.00 0.00
H 0.76450 2.64752 -1.94536 0.01 0.00 0.00
H 2.80923 3.50530 -1.60055 -0.02 -0.01 0.00
C -3.57184 -0.74108 0.82278 -0.01 0.06 -0.07
C -2.09086 -0.58540 0.71002 0.00 0.00 0.13
O -1.48896 0.15855 1.50493 0.07 -0.04 -0.12
H -3.94970 -0.40219 1.78853 0.03 0.00 0.01
H -3.86915 -1.76920 0.62129 0.01 0.00 0.00
H -4.00810 -0.12116 0.03331 -0.03 -0.04 0.00
S 0.10238 -3.12914 -0.58097 -0.09 -0.06 -0.10
C 1.20734 -2.59546 -1.72669 0.10 -0.01 -0.05
N 2.49577 -2.36630 -1.49196 0.04 0.03 -0.01
C 3.20182 -1.59328 -2.50827 -0.02 0.02 0.06
C 2.53936 -1.97869 -3.82209 -0.01 -0.01 -0.03
S 0.79684 -2.26451 -3.38603 -0.03 -0.04 0.01
H 2.75242 -2.27036 -0.51627 0.00 0.01 0.00
H 4.26297 -1.83519 -2.49836 0.00 -0.01 -0.01
H 3.08034 -0.52522 -2.30274 0.01 0.00 0.00
H 2.95646 -2.89866 -4.22873 0.00 0.00 -0.01
H 2.60591 -1.18771 -4.56425 0.02 0.00 0.00
```
Positions in Å, forces in eV/Å.

Properties
2S+1   5
Expectation value of S²   6.04
LUMO level (alpha / beta)   -0.1 / -0.2 eV
Total energy   -3046.008810 Eh
E_HOMO (alpha / beta)   -7.45 / -8.06 eV
Total charge   0
Orbital gap (alpha / beta)   0.2702 / 0.2905 Eh

Here are the Löwdin charges for atoms 1 to 4, given in e: 0.56 0.64 -0.68 -0.09

***

What is the formula in the first record? C32H31N6O8S2Ti